[1]
C14H14BrNO2Pt | ωB97M-V/def2-TZVPD

Last column: Löwdin charge in e.
Positions of all 33 atoms, in Å:
1 H 0.897 -1.981 2.767  0.1269
2 H 1.910 -1.593 -2.962  0.0783
3 H -2.349 -1.181 -1.435  -0.0640
4 H -2.208 1.886 -2.786  0.0987
5 C 0.164 -2.278 -2.051  -0.2943
6 H -1.020 2.168 4.764  0.1011
7 C 0.958 0.875 -3.420  -0.1648
8 H 1.978 1.427 -1.501  0.1212
9 O 1.456 0.477 0.530  -0.0049
10 O -0.391 -0.837 0.278  -0.1484
11 C 0.447 -0.116 0.957  -0.6411
12 H -0.843 0.616 -4.770  0.1064
13 H -0.590 0.182 6.214  0.1045
14 N -2.436 -0.484 -2.184  -0.0671
15 C 0.202 -1.024 4.605  -0.0880
16 C -1.147 1.665 -2.781  -0.1970
17 H -0.281 -2.438 -2.998  0.0570
18 H 0.448 -1.882 5.237  0.1071
19 C -0.619 1.241 4.344  -0.1140
20 C 1.062 1.423 -2.111  -0.1724
21 Br -0.718 2.664 1.844  0.8404
22 H 1.747 0.390 -3.999  0.1093
23 C -0.375 1.176 2.963  -0.5915
24 C 0.452 -1.103 3.245  -0.0242
25 C -0.414 0.984 -3.843  -0.1593
26 C 1.415 -1.756 -1.981  -0.1015
27 H -0.473 2.347 -0.728  0.0269
28 C 0.183 0.000 2.432  -0.1795
29 C -0.211 1.913 -1.697  -0.1830
30 Pt -0.443 -0.326 -1.871  1.2525
31 C -0.350 0.126 5.152  -0.0880
32 H 1.921 -1.881 -0.997  0.0962
33 H -0.372 -2.679 -1.220  0.0566

Summary:
Spin multiplicity ... 5
LUMO level (alpha / beta) ... 0.0154 / -0.0898 Ha
ΔE to the lowest compared entry with this formula, charge and spin ... 0.0 kJ/mol
Kohn-Sham gap (alpha / beta) ... 7.5 / 6.3 eV
Expectation value of S² ... 6.03

=====

[2]
C14H14Cl3N3O3S | ωB97M-V/def2-TZVPD

Last column: Löwdin charge in e.
Positions of all 38 atoms, in Å:
1 H -2.800 0.237 -2.835  0.0353
2 H 1.045 2.981 -3.722  0.1250
3 C -2.277 -0.016 -1.916  -0.3867
4 H -0.495 3.614 -3.107  0.1142
5 C -1.115 -1.318 1.822  -0.5739
6 Cl -2.854 -4.670 0.596  0.6949
7 H 1.540 4.566 -1.995  0.1620
8 Cl 1.158 -1.775 -1.428  0.8060
9 H -1.578 -0.831 -2.075  0.0118
10 H -0.565 1.169 -3.533  0.0828
11 C -1.804 -3.312 0.708  -0.6776
12 O 0.211 2.771 1.586  0.0761
13 N 0.320 3.760 -0.494  0.1192
14 C 0.025 -2.032 -0.158  -0.5711
15 H -0.703 -3.830 -1.058  0.1074
16 C 2.240 2.684 -1.196  -0.3924
17 C 0.724 2.954 0.509  -0.5396
18 C 2.095 0.010 0.870  -0.4671
19 H 0.303 0.815 1.443  0.0682
20 C -0.101 1.554 -2.627  -0.4422
21 H -0.605 4.156 -0.502  0.1523
22 N 0.739 -0.001 1.014  0.1000
23 O 3.207 2.320 -1.808  0.1313
24 H 3.696 1.405 0.551  0.1415
25 C -1.975 -2.397 1.736  -0.1259
26 H -2.990 -0.285 -1.143  0.0344
27 C 0.365 2.984 -2.868  -0.1868
28 C -0.814 -3.133 -0.243  -0.1306
29 Cl -1.320 -0.171 3.094  0.7582
30 H -2.759 -2.527 2.464  0.1065
31 C 1.118 3.603 -1.682  -0.2088
32 O 2.784 -0.969 0.732  0.0535
33 C 2.667 1.434 0.916  0.0009
34 N 1.916 2.349 0.090  0.0730
35 C -0.083 -1.118 0.896  -0.2827
36 H 0.733 0.908 -2.351  0.0455
37 S -1.378 1.435 -1.311  0.8398
38 H 2.642 1.794 1.949  0.1461

Summary:
Spin multiplicity ... 1
SMILES ... CSCC[C@H]1NC(=O)N(CC(=O)Nc2c(Cl)cc(Cl)cc2Cl)C1=O
LUMO level ... 0.0169 Ha
Kohn-Sham gap ... 9.4 eV

=====

[3]
C14H14ClN3O4Se4Sn | ωB97M-V/def2-TZVPD

Last column: Löwdin charge in e.
Positions of all 41 atoms, in Å:
1 H 2.437 2.043 -6.354  0.1081
2 C 3.731 1.464 -4.813  -0.6796
3 C 2.914 -0.278 -3.404  -0.0758
4 Se -3.134 -3.064 1.464  0.1111
5 H 0.834 -0.963 -3.922  0.1126
6 C 2.096 -1.012 4.395  0.0244
7 O -1.443 -0.175 2.005  -0.3388
8 N 1.557 0.541 -5.168  0.0570
9 O 1.338 -0.872 2.194  -0.1468
10 N -3.319 -0.711 -2.660  0.0038
11 Se -3.947 -3.480 -0.663  0.3640
12 H -2.307 3.421 4.373  0.1114
13 H 3.044 -0.982 -2.567  0.1116
14 N -2.276 0.062 -3.198  0.0701
15 H 2.696 -0.316 4.962  0.0723
16 H -2.681 0.549 -4.006  0.0997
17 C -3.416 -0.975 -1.361  -0.7257
18 Se -2.259 -4.066 -1.956  0.1010
19 C -1.036 0.675 2.919  -0.3296
20 C -1.595 2.619 4.203  -0.0950
21 C 0.174 0.574 3.628  -0.1087
22 H -2.905 1.682 2.742  0.1351
23 C -1.952 1.712 3.294  -0.0059
24 C 1.712 -0.292 -4.162  -0.1511
25 O -4.517 -1.787 -1.221  -0.3923
26 Sn -0.270 -0.852 0.478  1.0793
27 C -0.380 2.540 4.895  -0.1142
28 C 0.457 1.520 4.657  -0.0518
29 C 2.586 1.418 -5.481  -0.1731
30 H -1.487 -0.474 -3.539  0.0678
31 H 0.011 3.452 5.492  0.1367
32 H 1.461 -1.562 5.033  0.0822
33 H -3.959 -1.170 -3.296  0.1582
34 C 1.195 -0.387 3.304  -0.3647
35 Se -0.899 -3.445 1.385  0.0034
36 H 4.871 0.572 -3.194  0.0988
37 H 2.806 -1.646 3.888  0.0825
38 O -2.623 -0.794 -0.459  -0.1673
39 Cl 5.090 2.373 -5.346  0.6852
40 H 1.463 1.521 5.160  0.1279
41 C 3.931 0.564 -3.702  -0.0836

Summary:
Spin multiplicity ... 1
LUMO level ... -0.0036 Ha
ΔE to the lowest compared entry with this formula, charge and spin ... 94.5 kJ/mol
Kohn-Sham gap ... 7.6 eV

=====

[4]
C14H14ClNO2 | ωB97M-V/def2-TZVPD

Last column: Löwdin charge in e.
Positions of all 32 atoms, in Å:
1 O -0.806 -3.492 0.659  0.0807
2 N 0.834 -2.063 0.099  0.1593
3 H -2.871 -1.340 -2.992  0.1065
4 C 1.076 2.062 2.456  -0.0261
5 C -1.203 0.303 -0.537  -0.1750
6 C -2.227 0.696 -3.128  -0.0812
7 C 2.999 -0.998 -0.033  0.0020
8 H 1.310 -2.833 -0.356  0.1631
9 O 2.688 1.767 0.731  0.0553
10 H -1.474 2.695 -2.937  0.1023
11 C 1.640 1.395 1.217  -0.4738
12 C -2.367 -0.525 -2.496  -0.0681
13 Cl -0.312 2.874 -0.428  0.8140
14 H -2.038 -1.377 1.557  0.1351
15 H -0.553 -1.263 2.500  0.1412
16 C -1.588 1.730 -2.469  -0.1055
17 C -1.088 1.529 -1.193  -0.5582
18 H 3.537 -0.122 0.314  0.0717
19 H 0.754 1.318 3.180  0.0859
20 C 0.902 0.211 0.741  -0.1157
21 C -1.863 -0.714 -1.220  -0.0191
22 H -2.615 0.850 -4.123  0.1051
23 C 1.544 -0.882 0.275  -0.2086
24 C -0.612 0.118 0.851  -0.2272
25 H 1.852 2.687 2.891  0.0880
26 H -2.000 -1.678 -0.761  0.1040
27 C -0.344 -2.375 0.718  -0.4862
28 H 3.134 -1.066 -1.112  0.0992
29 C -0.961 -1.226 1.485  -0.0420
30 H 0.230 2.697 2.205  0.0512
31 H 3.416 -1.896 0.423  0.0892
32 H -0.994 0.922 1.483  0.1327

Summary:
Spin multiplicity ... 1
SMILES ... CC(=O)C1=C(C)NC(=O)C[C@@H]1c1ccccc1Cl
LUMO level ... 0.0255 Ha
ΔE to the lowest compared entry with this formula, charge and spin ... 0.0 kJ/mol
Kohn-Sham gap ... 9.5 eV

=====

[5]
C14H14F24KN4O19S8 | ωB97M-V/def2-TZVPD

Last column: Löwdin charge in e.
Positions of all 84 atoms, in Å:
1 O -0.107 0.166 3.439  -0.2876
2 C 3.512 0.736 2.344  -0.1895
3 H 4.796 -1.438 1.393  0.1250
4 F 1.072 0.599 6.228  0.1162
5 O -1.731 -3.957 0.170  -0.2817
6 S 2.030 2.791 -2.411  0.5717
7 H 1.152 -4.211 -0.172  0.0943
8 S -2.110 -2.987 1.149  0.5589
9 O -0.611 -3.761 -5.296  -0.2921
10 O 1.654 2.156 1.708  -0.2620
11 O 0.153 -4.169 2.506  -0.2827
12 H 3.399 -3.404 0.644  0.1319
13 O -1.485 -5.921 2.955  -0.3043
14 O -1.599 0.191 5.374  -0.2800
15 O 1.443 2.397 -1.157  -0.3172
16 N 0.997 3.113 -3.573  -0.2731
17 F -4.559 -3.678 0.455  0.1170
18 O 0.649 5.365 -4.584  -0.3112
19 F -1.097 -2.800 4.975  0.1387
20 C 1.158 3.464 1.588  -0.1033
21 H 1.835 4.097 1.007  0.0957
22 O 0.704 5.332 -2.151  -0.3015
23 C 1.375 -3.299 -0.754  -0.0953
24 C -2.700 -0.114 -3.394  -0.6737
25 C -3.841 -2.560 0.646  -0.6514
26 F 1.571 2.093 4.736  0.1240
27 F 3.296 1.394 -4.267  0.1374
28 F 1.054 -2.281 -7.112  0.1226
29 F -1.607 3.189 -2.540  0.1376
30 O 3.118 3.724 -2.284  -0.3044
31 F -2.178 -4.645 5.392  0.1121
32 F -2.309 0.952 -4.109  0.1156
33 O -3.325 0.800 2.802  -0.2636
34 C 3.182 -2.364 0.336  -0.2252
35 O 1.824 -2.278 0.078  -0.2304
36 C -1.391 4.280 -3.265  -0.6689
37 O 3.235 -0.156 1.297  -0.1707
38 H 0.397 -3.032 -1.146  0.0727
39 F -4.466 -1.782 1.539  0.1249
40 H 3.441 -1.908 2.447  0.1339
41 S 0.434 4.622 -3.374  0.5895
42 C 2.832 1.261 -3.031  -0.6870
43 N -2.438 -3.660 2.556  -0.2742
44 H 2.100 -3.576 -1.526  0.0960
45 N -0.626 -1.269 -4.732  -0.2769
46 S -1.137 -4.530 2.988  0.5699
47 H 3.214 2.799 2.904  0.1230
48 C -0.252 -2.026 -7.185  -0.6850
49 F -3.025 0.285 -2.177  0.1491
50 H 3.128 0.335 3.290  0.1276
51 F 0.004 -4.634 5.332  0.0990
52 F -0.417 -0.725 -7.470  0.1136
53 S -2.378 1.859 2.622  0.5871
54 S -1.334 -1.355 -3.277  0.5786
55 O -1.987 -2.586 -3.011  -0.2719
56 H 0.175 3.425 1.132  0.0782
57 C 0.577 1.596 5.475  -0.6557
58 C -1.111 -4.112 4.777  -0.6743
59 C 3.696 -1.487 1.465  -0.1716
60 F -2.817 4.280 1.621  0.1248
61 F 1.991 0.234 -3.009  0.1369
62 F -3.767 -0.636 -3.999  0.1315
63 K 0.546 0.102 0.369  0.7990
64 C 2.997 2.130 2.052  -0.2301
65 N -1.484 2.258 3.907  -0.2818
66 H 3.801 -2.178 -0.556  0.1301
67 F -3.797 -1.891 -0.516  0.1233
68 H 4.612 0.819 2.414  0.1270
69 O -1.635 1.806 1.402  -0.3066
70 F -1.986 5.308 -2.631  0.1084
71 F -4.592 3.132 2.047  0.1338
72 S -0.793 0.927 4.441  0.5579
73 F -1.940 4.153 -4.472  0.1292
74 O -0.471 -0.869 -2.235  -0.3131
75 F -3.516 4.068 3.653  0.1121
76 O -1.385 -1.759 1.199  -0.3132
77 H 3.617 2.567 1.244  0.1374
78 F -0.742 -2.734 -8.212  0.1075
79 O -2.522 -2.423 -6.002  -0.2983
80 F 3.854 0.979 -2.212  0.1218
81 F 0.150 2.558 6.314  0.1080
82 S -1.135 -2.478 -5.641  0.5553
83 H 1.003 3.902 2.590  0.0929
84 C -3.379 3.429 2.487  -0.6698

Summary:
Spin multiplicity ... 1
Charge ... -3
LUMO level ... 0.1819 Ha
ΔE to the lowest compared entry with this formula, charge and spin ... 0.0 kJ/mol
Kohn-Sham gap ... 7.9 eV

=====

[6]
C14H14F3N5 | ωB97M-V/def2-TZVPD

Last column: Löwdin charge in e.
Positions of all 36 atoms, in Å:
1 H -3.668 3.947 -3.712  0.1814
2 H 1.273 -0.261 3.629  0.1159
3 C -0.314 -4.115 0.414  -0.0643
4 C 0.470 -0.624 1.562  -0.2189
5 N -1.438 3.056 -3.354  0.1272
6 H 0.429 -0.912 -1.168  0.0896
7 H 2.992 -4.409 0.418  0.1068
8 C 0.715 0.103 2.724  0.0062
9 H 1.079 -5.655 -0.150  0.0902
10 H 0.117 0.810 -1.401  0.0696
11 C -1.078 2.705 0.564  -0.0363
12 N 0.032 0.293 0.616  -0.0566
13 C -0.348 1.500 1.189  -0.1951
14 H -1.248 -4.593 0.246  0.0957
15 H -1.257 3.433 -4.274  0.0959
16 N -3.027 4.565 -3.090  0.1451
17 C 2.053 -3.900 0.512  0.0144
18 F 3.546 -1.380 2.512  0.1543
19 N -1.301 2.764 -0.717  -0.0434
20 N -2.064 3.707 -1.247  0.0058
21 C 0.704 -2.027 1.167  -0.1458
22 F 4.283 -2.373 0.968  0.1412
23 H -1.498 3.383 1.276  0.0973
24 C -0.435 -2.791 0.821  -0.0134
25 C -2.216 3.792 -2.537  -0.6680
26 F 3.042 -0.588 0.518  0.1349
27 H -1.403 -2.271 0.954  0.1351
28 H -0.231 2.078 3.269  0.0697
29 C 3.181 -1.715 1.282  -0.5731
30 H -0.574 2.768 -2.782  0.1181
31 C 0.936 -4.705 0.271  -0.0585
32 C 0.032 1.422 2.508  -0.0282
33 H -1.172 -0.393 -0.940  0.0999
34 C -0.124 -0.053 -0.782  -0.0295
35 C 1.943 -2.571 1.058  -0.0462
36 H -3.432 5.009 -2.322  0.0832

Summary:
Spin multiplicity ... 1
SMILES ... Cn1c(/C=N/N=C(N)N)ccc1-c1ccccc1C(F)(F)F
LUMO level ... 0.0243 Ha
Kohn-Sham gap ... 8.1 eV